1.
Computed, not measured: C30H45BaNO2P2 as an isolated structure, with wB97M-V/def2-TZVPD.

The value obtained for the electronic energy is -2083.27724 Eh. For the gap between HOMO and LUMO (alpha / beta), the calculation gives 2.9 / 2.9 eV. The HOMO energy (alpha / beta) is -0.10624 / -0.10641 Ha.

Geometry as XYZ:
```
81
Properties=species:S:1:pos:R:3:mulliken_charge:R:1
P 0.931 2.361 -1.105 1.960
P -2.342 -1.000 -1.748 0.697
C -0.203 0.993 -1.752 -0.761
C -1.670 0.766 -1.478 0.354
H 0.335 0.087 -1.395 -0.532
H -0.046 1.021 -2.827 0.560
H -2.037 1.153 -0.505 -1.211
H -2.288 1.286 -2.211 0.879
C -3.384 -0.800 -3.220 -1.420
H -2.777 -0.503 -4.075 0.371
H -4.234 -0.114 -3.163 0.346
H -3.797 -1.799 -3.457 0.428
C -3.660 -1.188 -0.418 -0.819
H -4.651 -1.333 -0.888 0.463
H -3.946 -0.281 0.169 -0.362
H -3.432 -2.056 0.245 0.194
C 0.372 3.961 -1.704 -1.234
H 1.236 4.622 -1.837 0.517
H -0.308 4.456 -0.989 0.333
H -0.146 3.813 -2.655 0.383
C 0.734 2.370 0.690 0.538
H -0.332 2.451 1.001 -0.618
H 1.212 3.269 1.147 0.640
H 1.178 1.502 1.223 -1.205
Ba -2.594 0.854 1.850 1.101
C -4.918 2.145 0.885 -2.401
C -5.064 1.707 -0.410 0.382
C -4.640 2.425 -1.641 -0.138
C -3.751 3.660 -1.411 -2.453
C -2.632 3.388 -0.435 2.541
C -2.458 3.657 0.869 -1.443
C -3.553 4.000 1.828 -0.520
C -4.915 3.600 1.281 -0.358
C 2.570 2.060 -1.654 -1.404
H -5.223 1.468 1.705 1.160
H -5.827 0.921 -0.614 0.605
H -5.482 2.708 -2.300 0.485
H -4.103 1.722 -2.272 -0.230
H -3.310 3.952 -2.386 0.542
H -4.376 4.524 -1.157 0.430
H -1.745 3.104 -1.016 -0.413
H -1.471 4.077 1.165 -0.062
H -3.542 5.078 2.073 0.320
H -3.343 3.526 2.798 0.091
H -5.700 3.790 2.051 0.466
H -5.198 4.272 0.460 0.330
H 3.290 2.470 -0.935 0.430
H 2.747 2.552 -2.609 0.466
H 2.766 0.999 -1.776 0.258
C 0.703 -2.989 3.752 -1.749
C 1.680 -2.084 3.030 0.672
C 1.723 -0.703 3.299 -0.672
C 2.544 0.155 2.559 -0.891
C 3.240 -0.334 1.450 -0.579
C 2.986 -1.666 1.073 0.119
N 3.046 -2.059 -0.245 0.181
C 2.112 -2.914 -0.845 -0.520
C 2.587 -3.875 -1.737 -0.208
C 1.717 -4.811 -2.293 -0.624
C 0.343 -4.704 -2.044 -0.839
C -0.140 -3.747 -1.159 -1.066
C 0.725 -2.863 -0.526 1.093
C 0.092 -1.805 0.352 1.002
O 0.568 -0.646 0.299 -0.488
O -0.910 -2.071 1.113 -0.829
C 2.483 -2.607 2.008 0.785
C 2.648 -4.077 1.847 -1.805
H -0.033 -3.384 3.031 0.287
H 1.243 -3.832 4.206 0.376
H 0.160 -2.428 4.531 0.382
H 1.095 -0.291 4.117 0.446
H 2.607 1.218 2.804 0.586
H 3.817 0.309 0.771 0.448
H 3.750 -1.621 -0.845 0.365
H 3.659 -3.893 -1.932 0.404
H 2.134 -5.601 -2.909 0.390
H -0.339 -5.400 -2.535 0.396
H -1.213 -3.615 -1.009 0.425
H 1.676 -4.606 1.812 0.359
H 3.212 -4.334 0.951 0.406
H 3.206 -4.473 2.716 0.463
```


2.
Computed, not measured: C30H45Br2IN4O4PSe2W as an isolated structure, with wB97M-V/def2-TZVPD.

The value obtained for the electronic energy is -12346.31727 Eh. Its charge is +3. For the gap between HOMO and LUMO (alpha / beta), the calculation gives 5.5 / 5.5 eV. The HOMO energy (alpha / beta) is -0.59034 / -0.59034 Ha.

Geometry as XYZ:
```
90
Properties=species:S:1:pos:R:3:mulliken_charge:R:1
W -0.919 -0.341 0.685 -0.520
O -3.934 -1.488 -0.185 -0.201
C -5.128 -0.855 0.282 -1.469
C -4.827 0.326 1.200 1.473
C -6.234 0.850 1.634 -1.433
O -6.038 1.960 2.478 -0.527
C -4.201 1.512 0.493 -1.172
Se -2.290 1.502 -0.020 -0.179
C -4.134 -0.033 2.506 -1.283
Se -2.382 -0.961 2.530 0.069
H -4.192 -2.348 -0.542 0.263
H -5.737 -1.581 0.828 0.515
H -5.711 -0.492 -0.569 0.481
H -6.764 0.041 2.146 0.523
H -6.802 1.116 0.736 0.516
H -6.887 2.316 2.763 0.374
H -4.221 2.385 1.141 0.717
H -4.724 1.750 -0.432 0.610
H -4.731 -0.761 3.056 0.612
H -4.020 0.845 3.140 0.661
Br 1.029 -5.151 0.542 -0.131
C 0.064 -4.934 2.146 0.188
C -0.624 -6.019 2.670 -0.396
C -1.347 -5.880 3.846 -0.641
C -1.392 -4.667 4.515 -0.760
C -0.705 -3.572 4.011 -0.551
C 0.009 -3.724 2.831 0.459
I 1.114 -2.076 2.160 0.425
H -0.585 -6.970 2.157 0.440
H -1.873 -6.737 4.246 0.421
H -1.943 -4.571 5.441 0.444
H -0.699 -2.633 4.547 0.599
C -1.761 -1.846 -2.347 -1.155
C -1.430 -1.536 -0.953 0.725
O -1.175 -2.301 -0.031 -0.062
H -2.012 -2.901 -2.453 0.564
H -0.873 -1.621 -2.946 0.180
H -2.564 -1.198 -2.693 0.232
O 0.596 0.152 -0.401 0.772
P 1.807 0.564 -1.362 -2.515
N 1.321 0.145 -2.857 1.218
C 0.197 0.926 -3.450 -0.557
C 0.260 0.573 -4.930 -0.616
C 1.760 0.440 -5.180 -0.782
C 2.255 -0.299 -3.942 -0.455
N 2.040 2.151 -1.163 0.679
C 2.910 2.872 -2.146 0.162
C 2.636 4.362 -1.887 -0.877
C 1.916 4.396 -0.540 -0.831
C 1.088 3.124 -0.570 0.190
N 3.087 -0.300 -0.905 1.283
C 3.195 -1.763 -1.190 -0.271
C 4.685 -1.964 -1.421 -0.890
C 5.294 -0.999 -0.407 -0.763
C 4.436 0.252 -0.560 -0.415
H 0.360 2.000 -3.307 0.388
H -0.752 0.668 -2.976 -0.070
H -0.216 1.329 -5.550 0.407
H -0.239 -0.381 -5.118 0.254
H 2.222 1.426 -5.252 0.323
H 1.995 -0.103 -6.093 0.461
H 3.290 -0.069 -3.691 0.140
H 2.168 -1.379 -4.076 0.380
H 2.652 2.590 -3.169 -0.105
H 3.954 2.618 -1.975 0.241
H 1.997 4.771 -2.670 0.325
H 3.558 4.939 -1.883 0.413
H 1.301 5.284 -0.410 0.411
H 2.633 4.349 0.282 0.315
H 0.218 3.254 -1.222 0.248
H 0.746 2.803 0.408 -0.157
H 2.571 -2.050 -2.034 0.360
H 2.867 -2.327 -0.314 0.073
H 4.958 -1.673 -2.437 0.269
H 4.989 -2.998 -1.270 0.410
H 6.346 -0.788 -0.585 0.427
H 5.197 -1.406 0.602 0.313
H 4.813 0.870 -1.373 0.284
H 4.388 0.857 0.345 0.181
Br -1.061 3.756 4.983 -0.096
C 0.027 2.730 3.865 -0.447
C 1.411 2.783 3.946 -0.379
C 2.149 2.001 3.070 -1.177
C 1.493 1.196 2.164 0.225
N 0.151 1.128 2.095 0.747
C -0.564 1.895 2.932 0.121
H 1.895 3.422 4.672 0.524
H 3.230 2.014 3.091 0.593
H 2.054 0.595 1.460 0.061
H -1.639 1.856 2.844 0.194
```


3.
Computed, not measured: C30H45BrCl2F4IN4O3 as an isolated structure, with wB97M-V/def2-TZVPD.

The value obtained for the electronic energy is -5805.74158 Eh. Its charge is +1. For the gap between HOMO and LUMO, the calculation gives 8.3 eV. The HOMO energy is -0.41323 Ha.

Geometry as XYZ:
```
90
Properties=species:S:1:pos:R:3:mulliken_charge:R:1
C 1.625 5.078 1.285 -1.258
C 1.491 3.509 1.543 -0.771
C 2.005 2.636 0.345 -0.924
C 1.155 1.610 -0.552 0.465
C 2.101 1.764 -1.890 0.256
Cl 3.433 0.705 -2.473 -0.184
C 2.071 2.856 -2.732 -0.353
C 1.296 4.154 -2.533 -1.012
Cl 3.081 2.937 -4.229 -0.188
N -0.215 1.954 -0.665 0.114
Br -0.951 3.636 -0.410 0.010
C -1.322 1.005 -1.127 0.129
C -1.376 1.419 -2.666 -1.279
N -2.510 1.596 -0.567 -0.088
C -1.165 -0.560 -0.757 2.999
C -2.021 -1.073 0.476 -1.594
C -2.632 -2.504 0.541 -0.678
F -3.278 -2.560 1.808 -0.416
C -2.080 -1.277 -1.853 -2.329
C -3.548 -0.858 -2.141 -1.247
C -4.807 -1.032 -1.274 0.275
C -5.392 -0.087 -0.341 0.152
C -6.595 -0.333 0.411 -0.896
C -7.322 -1.563 0.287 -0.455
C -6.790 -2.526 -0.658 -0.676
C -5.610 -2.254 -1.402 -0.267
N 0.333 -0.974 -0.667 1.908
C 0.767 -1.158 -2.099 -0.105
C 1.957 -1.986 -2.688 -1.007
O 2.123 -3.170 -2.616 -0.391
C 0.536 -2.381 -0.134 -0.084
C 0.431 -3.269 1.115 -1.428
O 0.862 -4.369 0.935 -0.482
I -0.417 -3.473 3.106 0.117
C 1.188 0.080 0.068 2.601
C 2.672 -0.421 0.244 -2.597
C 3.192 -1.419 1.331 -0.665
C 4.314 -0.768 2.281 -0.610
C 5.690 -1.538 2.260 -0.650
N 6.173 -1.778 3.666 -0.696
C 0.766 0.331 1.556 -0.813
F 1.792 0.835 2.364 -0.361
F -0.326 1.091 1.830 -0.318
F 0.541 -0.771 2.371 0.012
H 1.508 5.578 2.281 0.434
H 2.626 5.343 0.860 0.302
H 0.827 5.479 0.624 0.187
H 2.138 3.382 2.455 0.400
H 0.469 3.372 1.943 0.311
H 2.931 2.170 0.779 0.126
H 2.526 3.423 -0.260 1.120
H 1.802 4.957 -3.141 0.502
H 1.375 4.603 -1.512 0.054
H 0.254 4.184 -2.931 0.285
H -1.075 0.659 -3.422 0.201
H -2.377 1.788 -3.012 0.514
H -0.692 2.258 -2.944 -0.137
H -2.678 1.446 0.416 0.283
H -3.305 1.655 -1.177 0.337
H -1.573 -0.957 1.487 0.486
H -2.973 -0.491 0.608 0.787
H -1.968 -3.394 0.506 0.450
H -3.434 -2.776 -0.175 0.019
H -1.958 -2.400 -1.874 0.916
H -1.713 -1.138 -2.914 0.473
H -3.685 0.153 -2.612 0.372
H -3.842 -1.494 -3.033 0.653
H -4.902 0.887 -0.171 0.173
H -6.974 0.438 1.106 0.379
H -8.231 -1.719 0.893 0.391
H -7.346 -3.483 -0.766 0.345
H -5.256 -3.028 -2.125 0.304
H 0.707 -0.240 -2.719 0.186
H 0.078 -1.861 -2.652 0.537
H 2.620 -1.526 -3.476 0.374
H 1.608 -2.632 -0.366 0.503
H -0.017 -3.016 -0.883 0.918
H 2.968 -0.995 -0.679 0.084
H 3.450 0.372 0.174 1.190
H 3.765 -2.292 0.908 0.724
H 2.479 -1.914 2.021 -0.073
H 4.522 0.297 2.020 0.201
H 3.967 -0.769 3.348 0.340
H 5.666 -2.542 1.779 0.375
H 6.523 -0.959 1.780 0.317
H 5.589 -2.543 4.005 0.280
H 5.984 -0.912 4.170 0.297
O 1.638 -0.560 5.350 -0.689
H 1.281 -1.428 5.571 0.319
H 1.463 -0.468 4.407 0.236
```


4.
Computed, not measured: C30H45BrN2OsP2 as an isolated structure, with wB97M-V/def2-TZVPD.

The value obtained for the electronic energy is -4625.31157 Eh. Its charge is +4. For the gap between HOMO and LUMO (alpha / beta), the calculation gives 6.1 / 5.0 eV. Its multiplicity is 5. The HOMO energy (alpha / beta) is -0.67819 / -0.69326 Ha.

Geometry as XYZ:
```
81
Properties=species:S:1:pos:R:3:mulliken_spin:R:1
N 9.205 -0.245 -3.473 0.510
C 9.121 0.703 -2.532 0.096
C 7.926 1.030 -1.872 0.149
C 6.742 0.368 -2.284 -0.081
C 6.838 -0.596 -3.320 0.234
C 8.093 -0.870 -3.861 0.044
C 5.440 0.677 -1.714 0.064
Os -0.165 1.290 0.003 1.207
P -3.590 -2.722 3.281 0.665
C 4.338 -0.048 -2.058 -0.031
C 3.123 0.067 -1.254 0.078
C 2.461 -1.156 -0.879 0.018
C 1.661 -1.172 0.262 0.127
C 1.172 0.090 0.531 -0.087
C 1.776 1.423 0.339 0.149
C 2.844 1.317 -0.685 0.094
Br -0.862 -0.425 2.036 0.051
H 5.433 1.489 -0.985 0.003
H 4.436 -0.889 -2.749 -0.005
H 7.906 1.728 -1.027 0.008
H 5.975 -1.164 -3.686 0.019
H 10.046 1.196 -2.233 0.017
H 8.183 -1.654 -4.610 0.015
H 2.740 -2.051 -1.465 0.006
H 3.441 2.205 -0.974 -0.009
H 1.361 -2.010 0.896 0.001
H 2.041 2.119 1.169 0.046
P -1.496 0.369 -1.550 0.056
C -2.121 -2.333 4.269 0.063
C -1.932 -3.348 5.391 0.019
H -2.243 -1.317 4.671 -0.008
H -1.242 -2.285 3.608 0.036
H -1.201 -2.975 6.110 0.002
H -2.870 -3.523 5.919 -0.003
H -1.561 -4.295 4.999 0.001
C -3.059 -3.868 1.979 0.050
C -4.116 -4.932 1.659 0.014
H -2.153 -4.368 2.344 -0.010
H -2.743 -3.309 1.091 0.052
H -3.693 -5.694 0.998 0.000
H -4.443 -5.435 2.572 -0.002
H -4.984 -4.504 1.147 0.002
C -4.349 -1.206 2.640 0.074
C -5.452 -0.777 3.606 0.019
H -4.759 -1.444 1.644 -0.005
H -3.560 -0.444 2.502 0.034
H -6.069 -0.006 3.148 0.002
H -6.098 -1.610 3.877 -0.005
H -5.023 -0.363 4.517 0.000
C -3.212 1.100 -1.630 0.015
C -3.634 1.736 -2.940 0.011
H -3.295 1.822 -0.805 0.003
H -3.882 0.265 -1.384 0.003
H -3.020 2.611 -3.163 0.001
H -3.505 1.066 -3.794 -0.001
H -4.694 2.005 -2.836 0.002
C -1.898 -1.426 -1.431 0.008
C -1.116 -2.348 -2.339 0.004
H -2.975 -1.461 -1.642 0.003
H -1.754 -1.684 -0.373 0.028
H -1.335 -2.148 -3.390 0.001
H -0.039 -2.256 -2.183 -0.001
H -1.414 -3.374 -2.110 0.003
C -0.618 0.736 -3.104 -0.005
C 0.160 2.068 -2.938 0.044
H -1.339 0.743 -3.942 0.001
H 0.130 -0.061 -3.272 0.002
H 1.155 1.955 -3.392 -0.004
H -0.365 2.949 -3.351 0.003
H 0.370 2.356 -1.862 0.001
C -0.560 5.684 2.054 0.001
C 0.334 4.737 2.575 0.003
C 0.213 3.430 2.119 0.011
N -0.554 3.112 1.065 0.071
C -1.430 4.017 0.539 0.010
C -1.474 5.328 1.047 0.006
H -0.535 6.713 2.429 0.000
H 1.152 4.974 3.267 0.001
H 0.843 2.627 2.492 -0.002
H -2.029 3.661 -0.306 -0.002
H -2.193 6.032 0.604 0.001
```


5.
Computed, not measured: C30H45BrN2P2SV as an isolated structure, with wB97M-V/def2-TZVPD.

The value obtained for the electronic energy is -5876.97913 Eh. Its charge is +4. For the gap between HOMO and LUMO (alpha / beta), the calculation gives 4.1 / 4.1 eV. Its multiplicity is 2. The HOMO energy (alpha / beta) is -0.66049 / -0.66026 Ha.

Geometry as XYZ:
```
82
Properties=species:S:1:pos:R:3:mulliken_spin:R:1
N -7.133 5.628 -6.817 0.000
C -6.846 6.252 -5.680 0.000
C -6.144 5.617 -4.652 0.000
C -5.632 4.321 -4.885 0.000
C -5.918 3.702 -6.117 0.000
C -6.710 4.390 -7.042 0.000
C -4.779 3.664 -3.914 0.000
V -0.425 -0.065 0.033 0.009
P 6.155 -0.887 -1.097 0.671
C -3.737 2.865 -4.284 0.000
C -2.818 2.309 -3.320 0.000
C -1.629 1.626 -3.695 0.000
C -0.759 1.125 -2.711 0.000
C -1.094 1.307 -1.363 -0.004
C -2.237 2.019 -0.972 0.000
C -3.115 2.488 -1.945 0.000
Br 1.907 -0.088 0.425 0.004
H -4.991 3.912 -2.869 0.000
H -3.522 2.659 -5.342 0.000
H -5.941 6.150 -3.724 0.000
H -5.541 2.706 -6.347 0.000
H -7.182 7.281 -5.564 0.000
H -6.998 3.906 -7.975 0.000
H -1.393 1.503 -4.757 0.000
H -4.036 2.994 -1.647 0.000
H 0.189 0.644 -2.961 0.000
H -2.435 2.240 0.076 0.000
P -0.684 -2.099 -1.023 0.000
C 5.559 0.856 -0.886 0.071
C 6.662 1.806 -1.354 0.004
H 5.329 1.012 0.179 -0.003
H 4.633 0.977 -1.465 0.038
H 6.520 2.804 -0.932 0.001
H 7.646 1.443 -1.037 -0.002
H 6.673 1.904 -2.444 0.000
C 5.271 -1.338 -2.651 0.055
C 5.992 -2.497 -3.333 0.012
H 5.269 -0.437 -3.277 -0.009
H 4.236 -1.601 -2.387 0.042
H 5.735 -2.527 -4.395 0.001
H 7.079 -2.395 -3.251 -0.003
H 5.712 -3.460 -2.895 -0.001
C 5.038 -1.760 0.070 0.092
C 5.727 -2.061 1.394 0.007
H 4.656 -2.677 -0.405 -0.008
H 4.205 -1.058 0.206 0.021
H 5.157 -2.808 1.954 0.001
H 6.737 -2.451 1.234 -0.001
H 5.795 -1.157 2.009 0.000
C -0.471 -3.471 0.179 0.000
C -1.624 -4.473 0.173 0.000
H -0.300 -3.041 1.177 0.000
H 0.464 -3.977 -0.100 0.000
H -2.559 -4.041 0.541 0.000
H -1.798 -4.875 -0.832 0.000
H -1.401 -5.327 0.818 0.000
C 0.561 -2.521 -2.287 0.000
C 0.083 -2.531 -3.736 0.000
H 0.958 -3.508 -2.014 0.000
H 1.383 -1.808 -2.140 0.002
H -0.475 -3.447 -3.961 0.000
H -0.540 -1.665 -3.981 0.000
H 0.951 -2.504 -4.403 0.000
C -2.330 -2.209 -1.808 0.000
C -3.416 -1.740 -0.841 0.000
H -2.499 -3.240 -2.152 0.000
H -2.319 -1.602 -2.721 0.000
H -4.121 -1.057 -1.332 0.000
H -3.974 -2.592 -0.434 0.000
H -3.004 -1.174 0.010 0.000
S -1.565 0.229 1.944 0.000
C -0.602 0.167 3.399 0.000
N -0.770 -0.943 4.178 0.000
C 0.000 -1.197 5.279 0.000
C 0.896 -0.235 5.692 0.000
C 1.006 0.974 4.984 0.000
C 0.236 1.180 3.840 0.000
H -1.470 -1.614 3.877 0.000
H -0.164 -2.159 5.757 0.000
H 1.484 -0.409 6.592 0.000
H 1.684 1.753 5.327 0.000
H 0.261 2.102 3.259 0.000
```


Which of these has the highest electronic energy?
C30H45BaNO2P2


Which of these has the highest electronic energy?
C30H45BaNO2P2


Among the records above, which one has the highest electronic energy?
C30H45BaNO2P2


Among the records above, which one has the highest electronic energy?
C30H45BaNO2P2